# 1
Density functional theory data (wB97M-V/def2-TZVPD) for 2 unconnected molecules or ions with the total composition HNO2S2.

For the HOMO energy (spin up / spin down), the calculation gives -9.5 / -8.6 eV. As for the largest force on an atom: 4.02 eV Å⁻¹. As for the multiplicity: 1. As for the total energy: -27266.822 eV. As for the LUMO energy (spin up / spin down): -1.46 / -1.99 eV. The value obtained for the HOMO-LUMO gap (spin up / spin down) is 8.06 / 6.63 eV.

Each line ends with the natural charge from an NBO analysis.
Cartesian coordinates (Å):
N (2.558, 1.172, -3.055)  0.495
O (1.558, 0.839, -2.493)  -0.285
O (3.258, 2.181, -2.943)  -0.304
S (-0.969, -0.439, -1.311)  0.059
S (-0.183, 1.260, -0.970)  -0.048
H (-0.381, -1.053, -0.421)  0.083

# 2
Density functional theory data (wB97M-V/def2-TZVPD) for a gas-phase ion, HO3S3 (charge -1).

For the HOMO energy, the calculation gives -3.4 eV. The net charge is -1. As for the largest force on an atom: 3.34 eV Å⁻¹. As for the multiplicity: 1. As for the total energy: -38665.230 eV. As for the LUMO energy: 3.40 eV. The value obtained for the HOMO-LUMO gap is 6.76 eV.

Each line ends with the natural charge from an NBO analysis.
Cartesian coordinates (Å):
O (0.136, -2.464, -0.031)  -0.931
S (1.070, -1.469, -0.512)  2.018
O (1.566, -1.746, -1.808)  -0.955
O (0.184, 0.198, -0.784)  -0.903
S (2.659, -0.928, 0.897)  -0.097
S (1.564, -0.486, 2.518)  -0.584
H (-0.709, -0.123, -0.797)  0.453

# 3
Density functional theory data (wB97M-V/def2-TZVPD) for 2 unconnected molecules or ions with the total composition HPS.

For the HOMO energy (spin up / spin down), the calculation gives -9.2 / -8.2 eV. As for the largest force on an atom: 2.68 eV Å⁻¹. As for the multiplicity: 1. As for the total energy: -20136.965 eV. As for the LUMO energy (spin up / spin down): -1.78 / -1.93 eV. The value obtained for the HOMO-LUMO gap (spin up / spin down) is 7.39 / 6.30 eV.

Each line ends with the natural charge from an NBO analysis.
Cartesian coordinates (Å):
P (-0.521, 0.474, 0.616)  0.435
S (0.968, -0.653, 1.133)  -0.301
H (-0.447, 0.178, -1.749)  -0.134

# 4
Density functional theory data (wB97M-V/def2-TZVPD) for a molecular structure, HgI2O4P.

For the HOMO energy, the calculation gives 3.6 eV. The net charge is -3. As for the largest force on an atom: 4.85 eV Å⁻¹. As for the multiplicity: 1. As for the total energy: -37853.658 eV. As for the LUMO energy: 6.63 eV. The value obtained for the HOMO-LUMO gap is 3.06 eV.

Each line ends with the natural charge from an NBO analysis.
Cartesian coordinates (Å):
Hg (-0.561, 1.323, 1.606)  0.997
P (-0.038, -1.350, -0.752)  2.478
O (1.433, -1.590, -0.559)  -1.254
O (-0.284, -1.091, -2.270)  -1.124
O (-0.685, -0.057, -0.099)  -1.178
O (-0.859, -2.631, -0.436)  -1.292
I (2.348, 1.319, 1.732)  -0.792
I (-1.354, 4.077, 0.778)  -0.836

# 5
Density functional theory data (wB97M-V/def2-TZVPD) for a molecular structure, I2P4S3.

For the HOMO energy, the calculation gives -8.8 eV. As for the largest force on an atom: 2.48 eV Å⁻¹. As for the multiplicity: 1. As for the total energy: -85865.308 eV. As for the LUMO energy: -1.18 eV. The value obtained for the HOMO-LUMO gap is 7.66 eV.

Each line ends with the natural charge from an NBO analysis.
Cartesian coordinates (Å):
P (1.523, -0.639, 0.898)  0.206
P (-0.869, 0.246, -1.531)  0.287
P (0.850, 1.622, 0.844)  0.340
P (-2.268, 0.530, -0.001)  0.254
S (0.557, -1.274, -0.940)  -0.310
S (-0.973, 0.852, 1.601)  -0.331
S (0.216, 1.935, -1.242)  -0.276
I (3.786, -1.429, 0.260)  -0.108
I (-2.821, -1.844, 0.112)  -0.062

# 6
Density functional theory data (wB97M-V/def2-TZVPD) for a molecular structure, I3N.

For the HOMO energy, the calculation gives -9.1 eV. As for the largest force on an atom: 2.39 eV Å⁻¹. As for the multiplicity: 1. As for the total energy: -25788.711 eV. As for the LUMO energy: -3.01 eV. The value obtained for the HOMO-LUMO gap is 6.12 eV.

Each line ends with the natural charge from an NBO analysis.
Cartesian coordinates (Å):
N (0.221, 0.082, -0.555)  -0.891
I (0.636, 1.864, 0.210)  0.440
I (1.417, -1.374, 0.279)  0.385
I (-2.273, -0.572, 0.066)  0.066

# 7
Density functional theory data (wB97M-V/def2-TZVPD) for a molecular structure, INa.

For the HOMO energy, the calculation gives -7.8 eV. As for the largest force on an atom: 0.77 eV Å⁻¹. As for the multiplicity: 1. As for the total energy: -12518.325 eV. As for the LUMO energy: -1.33 eV. The value obtained for the HOMO-LUMO gap is 6.48 eV.

Each line ends with the natural charge from an NBO analysis.
Cartesian coordinates (Å):
Na (0.117, 0.633, 1.330)  0.909
I (-0.117, -0.633, -1.330)  -0.909

# 8
Density functional theory data (wB97M-V/def2-TZVPD) for a gas-phase ion, IO2S2 (charge -1).

For the HOMO energy, the calculation gives -4.9 eV. The net charge is -1. As for the largest force on an atom: 3.57 eV Å⁻¹. As for the multiplicity: 1. As for the total energy: -33868.054 eV. As for the LUMO energy: 2.84 eV. The value obtained for the HOMO-LUMO gap is 7.70 eV.

Each line ends with the natural charge from an NBO analysis.
Cartesian coordinates (Å):
O (1.435, 0.046, 0.747)  -0.943
S (0.028, 0.017, 0.277)  1.765
O (-0.768, 1.026, 0.936)  -0.944
S (-0.736, -1.689, 0.299)  -0.528
I (0.041, 0.599, -2.258)  -0.350

# 9
Density functional theory data (wB97M-V/def2-TZVPD) for a molecular structure, ISr3.

For the HOMO energy, the calculation gives -26.2 eV. The net charge is +5. As for the largest force on an atom: 1.37 eV Å⁻¹. As for the multiplicity: 1. As for the total energy: -10548.914 eV. As for the LUMO energy: -18.17 eV. The value obtained for the HOMO-LUMO gap is 8.00 eV.

Each line ends with the natural charge from an NBO analysis.
Cartesian coordinates (Å):
Sr (-4.328, -3.495, 2.293)  1.959
Sr (-2.268, -9.758, 0.286)  1.994
Sr (-5.023, -8.599, 5.140)  1.955
I (-3.337, -6.293, 3.376)  -0.908

# 10
Density functional theory data (wB97M-V/def2-TZVPD) for 2 unconnected molecules or ions with the total composition N2O3S.

For the HOMO energy, the calculation gives -11.7 eV. As for the largest force on an atom: 3.75 eV Å⁻¹. As for the multiplicity: 1. As for the total energy: -19955.414 eV. As for the LUMO energy: -0.78 eV. The value obtained for the HOMO-LUMO gap is 10.87 eV.

Each line ends with the natural charge from an NBO analysis.
Cartesian coordinates (Å):
N (-2.431, 0.647, 0.303)  -0.021
N (-1.385, 0.597, 0.639)  0.426
O (-0.339, 0.410, 1.141)  -0.385
O (1.197, -1.730, -0.394)  -0.843
O (1.347, 0.467, -1.428)  -0.850
S (1.611, -0.392, -0.261)  1.673

# 11
Density functional theory data (wB97M-V/def2-TZVPD) for a molecular structure, N2O5S.

The expectation value of S² is 2.01. For the HOMO energy (spin up / spin down), the calculation gives -8.8 / -10.9 eV. As for the largest force on an atom: 5.33 eV Å⁻¹. As for the multiplicity: 3. As for the total energy: -24043.361 eV. As for the LUMO energy (spin up / spin down): -0.73 / -3.76 eV. The value obtained for the HOMO-LUMO gap (spin up / spin down) is 8.11 / 7.10 eV.

Each line ends with the Mulliken spin population.
Cartesian coordinates (Å):
N (-1.324, -0.208, -0.242)  0.330
N (1.270, -0.266, 0.123)  -0.015
O (-1.576, -1.197, -0.875)  0.334
O (1.015, -0.282, 1.290)  -0.003
O (-1.684, 0.186, 0.785)  0.285
O (2.083, -0.862, -0.520)  0.044
O (0.010, 2.175, 0.046)  0.362
S (0.379, 1.122, -0.841)  0.665

# 12
Density functional theory data (wB97M-V/def2-TZVPD) for N2O5S3 in the gas phase.

For the HOMO energy, the calculation gives -9.3 eV. As for the largest force on an atom: 4.87 eV Å⁻¹. As for the multiplicity: 1. As for the total energy: -45714.154 eV. As for the LUMO energy: -1.59 eV. The value obtained for the HOMO-LUMO gap is 7.68 eV.

Each line ends with the natural charge from an NBO analysis.
Cartesian coordinates (Å):
O (2.345, -0.011, 1.535)  -0.203
N (2.709, -0.391, 0.533)  0.800
O (3.649, -0.656, -0.029)  -0.195
O (1.514, -0.399, -0.626)  -0.821
S (0.482, 0.758, -1.339)  1.467
O (0.084, 1.763, -0.403)  -0.909
S (-1.496, -0.103, -1.853)  -0.317
S (-2.452, 0.589, -0.005)  0.613
N (-3.246, -0.209, 0.976)  -0.136
O (-3.590, -1.341, 1.211)  -0.300